(1)
{
  "formula": "C11H39N10O12",
  "method": "wB97M-V/def2-TZVPD",
  "charge": -1,
  "e_tot_ev": -51514.9456,
  "gap_ha": 0.3296,
  "symbols": ["O", "C", "O", "O", "H", "C", "O", "H", "H", "H", "H", "C", "O", "H", "H", "H", "H", "C", "O", "H", "H", "H", "H", "C", "O", "N", "N", "H", "H", "H", "H", "C", "O", "N", "N", "H", "H", "H", "H", "C", "O", "N", "N", "H", "H", "H", "H", "C", "O", "N", "N", "H", "H", "H", "H", "C", "O", "N", "N", "H", "H", "H", "H", "C", "C", "O", "H", "H", "H", "H", "H", "H"],
  "positions_angstrom": [[-0.6485, 0.8201, -0.2885], [0.1855, 0.0958, 0.3648], [0.2331, 0.3577, 1.5746], [0.8722, -0.7419, -0.2199], [-0.9558, 1.1795, 0.5470], [3.8190, 1.7798, 1.8821], [2.5166, 2.2632, 2.0759], [4.5542, 2.5507, 2.1128], [4.0092, 1.0247, 2.6449], [3.9611, 1.3564, 0.8878], [1.8910, 1.6193, 1.7360], [-1.8300, -2.6510, 1.6964], [-2.7038, -1.9042, 2.5600], [-0.7987, -2.3157, 1.8063], [-1.7342, -3.6700, 2.0712], [-2.3037, -2.6605, 0.7147], [-2.7530, -0.9790, 2.3089], [-2.2215, 3.4186, -2.3013], [-2.7550, 4.5020, -1.6341], [-1.7040, 3.6422, -3.2342], [-1.4659, 2.9248, -1.6903], [-2.9669, 2.6506, -2.5082], [-3.3820, 4.0909, -1.0345], [1.2345, 1.2124, -3.7660], [1.5891, 1.2324, -4.9228], [0.2249, 0.5362, -3.1996], [1.6276, 2.1234, -2.9675], [-0.4257, 0.0036, -3.7592], [0.0691, 0.6131, -2.2046], [1.2871, 2.3125, -2.0356], [2.2536, 2.8035, -3.3745], [4.1424, -1.3216, -1.2595], [5.2504, -1.7668, -1.4321], [3.8197, -0.0769, -1.4089], [3.1537, -2.0081, -0.8401], [4.5333, 0.6014, -1.6341], [2.8507, 0.2050, -1.4502], [3.5140, -2.9514, -0.8189], [2.2994, -1.5167, -0.6193], [-3.7181, -0.2163, -0.7431], [-3.7704, 0.3369, 0.3470], [-2.8210, -0.1630, -1.7129], [-4.6622, -0.9305, -1.2907], [-3.0110, -0.5928, -2.6069], [-2.0491, 0.4763, -1.5880], [-4.3379, -1.4242, -2.1099], [-5.4373, -1.2184, -0.7106], [2.3829, -2.0666, 3.4658], [3.1442, -2.4102, 4.3318], [1.0961, -2.0573, 3.5327], [2.8360, -1.3585, 2.4586], [0.5581, -1.7536, 2.7337], [0.7086, -2.2470, 4.4459], [3.8227, -1.2624, 2.2654], [2.1756, -0.9064, 1.8426], [-0.4175, -3.7639, -2.1850], [-0.7995, -4.6714, -2.9149], [-1.0444, -2.6421, -2.1186], [0.6050, -3.8066, -1.3853], [-1.8457, -2.4389, -2.6989], [-0.7713, -1.9849, -1.4020], [1.0819, -4.6969, -1.3833], [0.8324, -3.0774, -0.7246], [-1.6331, 3.2386, 2.0358], [-1.9828, 2.4834, 3.3189], [-2.1643, 1.1309, 3.0044], [-1.7205, 4.3247, 2.0672], [-2.3310, 2.9649, 1.2446], [-0.5937, 3.1701, 1.7149], [-2.9035, 2.8556, 3.7681], [-1.1289, 2.5403, 3.9941], [-1.3428, 0.8114, 2.6242]],
  "forces_ev_per_angstrom": [[-2.0, 1.8, -1.9], [3.1, -2.5, 1.2], [0.3, 0.0, 2.1], [0.2, -0.9, -1.2], [-1.8, 1.9, 0.1], [0.3, -0.5, 0.8], [-0.3, 0.9, -0.3], [-0.2, 0.3, -0.4], [0.2, -0.4, -0.2], [0.2, 0.1, -0.1], [-0.3, -0.3, 0.2], [-0.8, 0.4, 1.0], [0.4, -1.0, 0.3], [-0.1, 0.5, -1.0], [-0.6, -0.1, 0.1], [0.8, -0.1, -0.4], [0.1, 0.3, -0.3], [1.0, -1.7, -0.5], [-0.6, 0.8, 0.2], [-0.3, 0.6, 0.0], [0.2, -0.2, 0.2], [-0.2, 0.0, -0.2], [-0.1, 0.5, 0.3], [-2.5, -0.8, -2.3], [0.3, -1.2, -1.4], [-1.7, -2.1, 0.0], [3.5, 4.8, 3.8], [0.6, -0.1, 0.2], [0.0, -0.2, -0.4], [-0.1, -0.2, -0.3], [0.0, -0.2, 0.3], [2.0, 0.3, -0.3], [2.4, -0.8, -0.5], [-0.3, 5.3, -0.9], [-1.6, -3.4, 0.7], [-0.3, -0.3, -0.1], [0.3, 0.1, 0.0], [-1.5, -0.5, 0.6], [-0.4, -1.0, 0.4], [-0.4, 1.2, 0.9], [0.7, -0.1, -0.3], [4.3, 1.8, -1.0], [-4.2, -2.5, 0.0], [0.4, 0.7, 0.3], [0.0, -0.4, -0.4], [-1.4, -0.6, 0.6], [0.1, -0.3, -0.4], [2.7, 1.8, 0.7], [1.1, -1.9, 2.1], [-4.3, -1.1, 0.7], [1.1, 1.5, -3.6], [-0.1, 0.2, 0.7], [-0.4, 0.0, -0.5], [-0.4, -0.3, 0.2], [0.3, 0.0, -0.1], [-1.2, -2.4, -1.8], [0.3, -0.8, -0.5], [-2.6, 4.6, 0.2], [3.1, -1.5, 1.9], [0.4, -0.4, 0.3], [-0.2, 0.3, -0.3], [0.1, 0.4, 0.3], [0.0, -0.2, -0.2], [-0.2, 1.1, -0.2], [0.9, 0.2, -0.8], [-0.8, -0.7, 0.2], [-0.3, 0.2, 0.6], [0.1, -0.4, -0.1], [0.1, -0.8, 0.0], [0.1, 0.0, 0.1], [-0.2, 0.5, 0.5], [0.5, -0.2, -0.1]]
}

(2)
{
  "formula": "C4H9NO2",
  "method": "wB97M-V/def2-TZVPD",
  "charge": 0,
  "e_tot_ev": -9879.5678,
  "gap_ha": 0.3916,
  "relative_energy_kj_mol": 47.6,
  "symbols": ["C", "C", "N", "C", "O", "O", "C", "H", "H", "H", "H", "H", "H", "H", "H", "H"],
  "positions_angstrom": [[2.3293, 0.9195, -0.3750], [1.2648, 1.0311, 0.7254], [-0.0998, 0.8668, 0.2616], [-0.6599, -0.3722, 0.2130], [-0.1581, -1.3896, 0.6473], [-1.8780, -0.3223, -0.3740], [-2.5605, -1.5739, -0.3989], [1.9848, 0.2384, -1.1590], [2.5645, 1.8912, -0.8295], [3.2547, 0.5005, 0.0357], [1.4150, 0.2477, 1.4711], [1.3393, 1.9932, 1.2428], [-0.5711, 1.6118, -0.2278], [-3.4786, -1.3979, -0.9601], [-1.9517, -2.3375, -0.8889], [-2.7950, -1.9067, 0.6165]],
  "forces_ev_per_angstrom": [[0.0, 0.0, 0.0], [0.1, 0.0, 0.2], [-0.1, -0.1, -0.1], [0.2, 0.0, 0.1], [-0.2, 0.3, -0.1], [0.1, 0.0, 0.1], [-0.2, -0.2, 0.0], [0.1, 0.1, 0.1], [-0.1, -0.2, 0.1], [-0.1, 0.2, -0.1], [0.0, 0.1, -0.1], [0.0, -0.1, -0.1], [0.0, -0.1, 0.1], [0.1, 0.0, 0.1], [-0.1, 0.1, 0.1], [0.0, 0.1, -0.2]]
}

(3)
{
  "formula": "C9H14S2",
  "method": "wB97M-V/def2-TZVPD",
  "charge": 0,
  "e_tot_ev": -31219.5755,
  "multiplicity": 3,
  "gap_ha": [0.2069, 0.1818],
  "relative_energy_kj_mol": 242.7,
  "symbols": ["C", "C", "C", "C", "C", "C", "C", "C", "C", "S", "S", "H", "H", "H", "H", "H", "H", "H", "H", "H", "H", "H", "H", "H", "H"],
  "positions_angstrom": [[1.0451, 0.2190, -0.4238], [1.9729, -0.1539, 0.3897], [0.5515, -0.9604, -1.3508], [2.9073, -0.7293, 1.0382], [-0.4508, 1.7609, 0.8175], [-2.3779, 1.0590, -1.0648], [-1.7253, -0.8176, 1.4240], [0.0599, -2.1320, -0.5115], [0.4640, 1.6595, -0.3701], [-2.1632, 0.9426, 0.5863], [-1.6893, -2.2036, 0.3111], [-0.0363, -0.8252, -2.2223], [1.5657, -1.3887, -1.7700], [2.7221, -1.2709, 2.0284], [3.9917, -0.7005, 0.7320], [-0.6590, 2.7489, 1.0822], [0.1554, 1.3045, 1.7654], [-2.0054, 0.2321, -1.7060], [-3.4010, 1.3196, -1.1589], [-0.7607, -0.7825, 2.0211], [-2.3187, -1.1803, 2.2203], [0.7405, -2.3796, 0.3198], [-0.0695, -2.9942, -0.9782], [1.3135, 2.2478, -0.1916], [-0.1089, 1.9181, -1.2808]],
  "forces_ev_per_angstrom": [[-1.1, -1.0, -0.9], [-6.9, 6.3, -4.4], [2.2, -1.5, 0.9], [8.9, -6.2, 6.4], [1.2, -3.1, 2.5], [0.3, -1.3, 0.2], [2.2, 0.1, -0.3], [-0.9, 2.8, 3.5], [-0.9, -1.9, -1.2], [2.0, 0.1, 1.0], [1.3, 0.8, -0.9], [-0.9, 0.8, -0.6], [-1.8, 0.8, 0.5], [0.2, 0.1, -1.9], [-1.2, 0.6, 0.8], [-0.6, 1.7, 0.2], [-1.7, 0.9, -2.1], [-0.1, 0.8, 0.4], [-1.0, 0.0, -0.6], [-0.6, 0.6, -1.3], [-1.9, 0.4, 0.6], [-0.1, 0.5, -0.2], [-0.1, -3.7, -2.8], [1.0, 1.4, 0.0], [0.5, 0.0, 0.3]]
}

(4)
{
  "formula": "C4H13N2",
  "method": "wB97M-V/def2-TZVPD",
  "charge": 1,
  "e_tot_ev": -7332.1907,
  "gap_ha": 0.3671,
  "relative_energy_kj_mol": 125.1,
  "symbols": ["C", "N", "C", "H", "H", "H", "H", "H", "H", "H", "C", "C", "N", "H", "H", "H", "H", "H", "H"],
  "positions_angstrom": [[0.9606, 1.5006, -0.9026], [-0.0413, 0.4540, -1.2470], [0.5282, -0.8434, -1.6864], [1.4367, 1.1924, 0.0244], [1.7193, 1.5098, -1.6826], [0.4705, 2.4650, -0.8238], [-0.6720, 0.7915, -1.9766], [1.3046, -0.6389, -2.4196], [-0.2422, -1.4738, -2.1223], [0.9494, -1.3511, -0.8221], [-0.6281, -0.8979, 1.6051], [0.2676, -0.3620, 2.4298], [-1.6860, -0.2136, 0.9641], [-0.4928, -1.9332, 1.3049], [0.9926, -0.9882, 2.9256], [0.3673, 0.7134, 2.5422], [-2.0096, 0.5658, 1.5312], [-0.7383, 0.3129, -0.4516], [-2.4868, -0.8033, 0.8074]],
  "forces_ev_per_angstrom": [[0.2, -0.5, -0.1], [-1.2, 0.3, -0.1], [0.3, -0.1, 0.2], [-0.1, 0.2, 0.1], [-0.1, 0.2, 0.0], [0.0, 0.0, 0.1], [0.4, 0.1, -0.2], [0.0, -0.1, 0.0], [-0.1, 0.1, 0.0], [0.1, 0.1, 0.0], [0.6, -0.5, 0.4], [0.0, 0.3, -0.6], [0.1, 0.6, 0.0], [-0.5, -0.1, 0.3], [0.2, 0.0, -0.2], [-0.4, -0.1, 0.5], [0.1, 0.0, -0.1], [0.5, -0.2, 0.0], [-0.1, -0.3, -0.1]]
}